[1]
Formula: CH8N2S
Source: the OMol25 dataset
Level of theory: ωB97M-V/def2-TZVPD

highest occupied orbital energy: -9.555 eV
relative energy (zero: lowest compared OMol25 entry of this formula, charge and spin): 0.775 eV
gap between HOMO and LUMO: 10.39 eV
electronic energy: -14981.25856 eV

Last column: natural (NBO) charge in e.
Geometry (Å):
S (3.5535, -1.0339, 2.3995)  -0.28
H (-3.8251, -0.2337, -1.1538)  0.35
C (-1.9551, 0.6784, -1.4764)  -0.07
H (-3.1314, -0.6964, -2.5299)  0.34
H (3.8334, -1.2884, 3.6579)  0.13
H (-0.9655, 0.1761, -1.7936)  0.16
H (-1.5222, 0.8426, -0.4295)  0.17
H (2.3155, -0.7209, 2.8474)  0.14
H (-2.8481, 1.7236, -2.9154)  0.35
N (-2.4412, 1.9319, -2.0407)  -0.83
N (-2.9016, -0.4751, -1.5301)  -0.84
H (-1.5826, 2.4713, -2.2208)  0.36



[2]
Formula: C5H15N2S
Source: the OMol25 dataset
Level of theory: ωB97M-V/def2-TZVPD

highest occupied orbital energy: -12.952 eV
relative energy (zero: lowest compared OMol25 entry of this formula, charge and spin): 0.632 eV
total charge: +1
gap between HOMO and LUMO: 10.02 eV
electronic energy: -19237.18103 eV

Last column: natural (NBO) charge in e.
Geometry (Å):
H (-2.6210, -3.5619, -0.6877)  0.22
C (1.7169, 1.1621, 1.1958)  -0.52
H (-1.2118, -2.4656, -2.2614)  0.40
H (-3.3244, -1.9984, -0.6731)  0.20
H (-1.0266, 0.2988, -1.3990)  0.45
H (0.7825, -1.8428, -1.4049)  0.22
C (-2.3664, -2.5068, -0.5269)  -0.45
H (2.7770, 1.2697, 1.1978)  0.24
N (-1.2932, -2.0345, -1.3571)  -0.67
H (1.8327, 0.1244, -0.7391)  0.22
H (2.0728, -0.8147, 0.6723)  0.26
H (-0.3409, -0.8118, 1.1805)  0.21
C (-0.0246, -1.8737, -0.6697)  -0.23
C (1.4317, -0.0352, 0.2593)  -0.44
C (0.0254, -0.5855, 0.1794)  -0.06
S (0.9883, 2.7129, 0.6016)  -0.04
H (-1.8519, 0.3006, 0.1352)  0.44
N (-0.9843, 0.3960, -0.3789)  -0.71
H (-2.1393, -2.5262, 0.5329)  0.20
H (1.4246, 0.8877, 2.2033)  0.23
H (0.1780, -2.7351, -0.0414)  0.21
H (-0.6353, 1.3603, -0.2142)  0.44
H (0.6240, 3.3021, 1.7481)  0.17



[3]
Formula: C3H4O2S
Source: the OMol25 dataset
Level of theory: ωB97M-V/def2-TZVPD

highest occupied orbital energy: -9.326 eV
relative energy (zero: lowest compared OMol25 entry of this formula, charge and spin): 4.800 eV
gap between HOMO and LUMO: 9.86 eV
electronic energy: -18101.26539 eV

Last column: natural (NBO) charge in e.
Geometry (Å):
H (-1.6072, 1.3380, -0.4552)  0.21
C (0.0122, -1.5061, -0.2085)  -0.33
O (0.7729, -0.5765, 2.0158)  -0.93
S (-0.4391, -0.5254, 1.2401)  1.24
C (0.3461, -2.3557, -0.9956)  -0.18
O (0.4115, 1.7780, -0.7077)  -0.71
C (-0.6225, 1.2987, 0.1889)  -0.22
H (1.2891, 1.5572, -0.3687)  0.48
H (-0.6918, 1.9433, 1.2004)  0.18
H (0.5287, -2.9515, -1.9094)  0.25



[4]
Formula: C5H11NO
Source: the OMol25 dataset
Level of theory: ωB97M-V/def2-TZVPD

highest occupied orbital energy: -8.822 eV
relative energy (zero: lowest compared OMol25 entry of this formula, charge and spin): 2.593 eV
gap between HOMO and LUMO: 9.87 eV
electronic energy: -8899.10399 eV

Last column: natural (NBO) charge in e.
Geometry (Å):
H (-2.9674, -0.8820, 0.0120)  0.22
H (-1.8730, 0.1767, -1.0470)  0.20
H (-1.0794, -1.2338, 1.5786)  0.19
C (-1.9885, -0.4552, -0.1691)  -0.44
C (1.4727, -0.7007, 0.9350)  -0.25
H (2.7086, -0.2098, -1.9487)  0.22
C (1.8768, 0.3111, -1.4630)  -0.61
C (1.1596, -0.6088, -0.5134)  -0.06
H (2.2691, 1.1845, -0.9338)  0.22
N (0.2792, -0.0100, 0.4821)  -0.44
H (-1.8066, 2.3449, 0.4092)  0.46
H (2.2440, -0.0640, 1.3649)  0.20
H (-2.1438, 1.2198, 1.3353)  0.48
H (0.7632, -1.5227, -0.9587)  0.20
C (-0.9743, -0.6320, 0.6755)  -0.05
H (1.1914, 0.6622, -2.2425)  0.21
O (-2.4741, 2.0829, 1.0540)  -0.94
H (1.3423, -1.6633, 1.4295)  0.19



[5]
Formula: C2H3O3S2
Source: the OMol25 dataset
Level of theory: ωB97M-V/def2-TZVPD

highest occupied orbital energy: -4.066 eV
relative energy (zero: lowest compared OMol25 entry of this formula, charge and spin): 0.382 eV
total charge: -1
gap between HOMO and LUMO: 7.18 eV
electronic energy: -29937.45860 eV

Last column: natural (NBO) charge in e.
Geometry (Å):
O (2.5956, 0.0630, 1.2494)  -0.65
H (2.6949, 1.6778, -0.4771)  0.11
C (-2.1981, -0.3690, -0.5268)  0.14
S (-2.7793, -0.7701, 0.9634)  -0.39
S (1.5373, 1.1892, -0.7275)  0.00
C (1.5785, 0.1501, 0.6193)  0.61
H (-0.1681, -0.5127, 0.2229)  0.50
H (-2.7642, -0.7835, -1.3391)  0.10
O (-1.0460, -0.0219, -0.8489)  -0.73
O (0.5495, -0.6230, 0.8645)  -0.67



[6]
Formula: C43H46N8O3
Source: the OMol25 dataset
Level of theory: ωB97M-V/def2-TZVPD

highest occupied orbital energy: -9.412 eV
relative energy (zero: lowest compared OMol25 entry of this formula, charge and spin): 0.000 eV
gap between HOMO and LUMO: 9.90 eV
electronic energy: -63397.77544 eV

Last column: Löwdin charge in e.
Geometry (Å):
H (-2.3165, -0.2654, 3.1638)  0.10
H (-1.4295, -1.0903, 0.4902)  0.08
C (-1.5657, 3.2531, 4.3287)  -0.18
C (0.9048, 1.4438, -1.0735)  -0.16
H (-3.4737, -6.9525, -1.0859)  0.09
O (-3.5234, -1.5241, -2.3661)  0.00
O (-3.6252, 0.6950, -1.8305)  0.12
C (0.1720, 5.7054, -0.6466)  -0.10
H (5.3310, -1.0653, -0.7433)  0.11
C (4.6400, 0.8847, 2.1229)  -0.09
H (-1.8478, 1.2074, -5.0385)  0.10
H (-1.0506, 2.2055, 6.1905)  0.12
C (-3.8068, 1.0618, 2.3441)  -0.10
C (3.8836, -2.3934, 0.0810)  -0.11
H (-0.7892, 5.2592, -0.3547)  0.11
H (3.7402, 4.3890, 1.3856)  0.08
N (-1.2841, 3.5849, 3.0819)  0.06
H (-2.4507, 1.8559, -3.4918)  0.08
C (-1.3967, -4.3039, -0.6622)  -0.07
C (0.8288, -4.3068, -3.5970)  -0.14
C (-3.3419, -0.1590, 2.8196)  -0.07
C (1.7397, -3.4757, -2.9042)  -0.06
C (-0.8709, 2.3465, 5.1156)  -0.07
C (0.4146, 1.8787, 3.1426)  -0.06
H (-6.8445, -0.0527, 1.3782)  0.11
H (-2.4180, 3.8097, 4.7390)  0.11
H (-0.4718, 6.4612, -2.5661)  0.11
C (1.4107, -2.1669, -2.8133)  -0.13
C (-0.3046, 2.8730, 2.5015)  -0.16
H (6.1523, 1.6256, 3.4065)  0.11
H (-3.1002, 1.8780, 2.4493)  0.08
N (-2.4471, -4.9755, 1.4478)  0.05
C (0.2102, -1.7444, -3.3060)  -0.07
H (1.0696, -5.3919, -3.7559)  0.12
C (1.5704, 7.0163, -2.0626)  -0.08
H (1.2806, 1.3947, 2.6191)  0.11
N (5.6203, -4.4915, -0.5767)  0.06
H (-0.7425, 2.8225, -0.8705)  0.10
C (3.9863, 3.3794, 1.6446)  -0.16
C (-0.7747, -0.3428, 0.1143)  -0.05
N (1.3730, 0.2326, -0.8393)  0.06
N (-0.3256, -3.9150, -4.1520)  0.06
O (-3.0425, -0.0564, -3.8582)  -0.02
C (-2.1199, -5.2964, -1.3133)  -0.07
C (5.0627, -2.1162, -0.5976)  -0.05
C (3.6493, 1.1981, 1.2838)  -0.17
C (0.5384, -0.6511, -0.3010)  -0.15
H (4.1680, -5.7354, 0.1103)  0.10
H (-0.0293, -0.6995, -3.1654)  0.10
H (-0.0144, 3.1993, 1.5341)  0.06
C (-1.6321, -4.1571, 0.7331)  -0.16
C (-5.0082, 1.1283, 1.6958)  -0.07
H (1.7751, 7.4582, -3.0492)  0.11
N (-5.4233, -1.1969, 2.2172)  0.05
H (3.3126, -1.5483, 0.4027)  0.06
H (-3.5265, 1.6808, -4.9338)  0.08
C (5.9014, -3.2145, -0.8901)  -0.14
H (-5.1436, -1.5126, -1.0481)  0.09
H (-3.7992, -6.7081, 1.2613)  0.11
C (3.4919, -3.7016, 0.2988)  -0.08
C (0.3425, 6.3618, -1.8267)  -0.08
H (-2.1914, 1.1793, 0.2540)  0.10
H (-5.1921, 2.0164, 1.0984)  0.11
C (-3.1078, -5.9949, 0.7945)  -0.14
C (-5.8020, -0.0179, 1.7221)  -0.16
H (-0.7603, -3.5942, -1.2184)  0.09
H (-3.5496, -1.3777, -0.2918)  0.07
H (6.8863, -3.0864, -1.3256)  0.10
H (5.6103, 3.9490, 2.8646)  0.10
H (2.6287, -4.0174, 0.8910)  0.11
H (-4.1359, -2.9409, -1.0879)  0.10
H (2.6490, -3.8010, -2.5002)  0.08
C (5.0838, 3.1447, 2.4197)  -0.07
C (4.4080, -4.6839, -0.0435)  -0.17
C (-4.1698, -1.2805, 2.6878)  -0.15
N (3.2546, 2.4634, 1.0645)  0.09
C (-3.4262, -0.2061, -2.5943)  -0.62
C (2.5255, 6.9350, -1.0832)  -0.16
C (-2.7280, 1.2798, -4.3598)  0.00
H (3.0478, 0.4528, 0.7556)  0.07
H (-1.5470, -2.3486, -4.4365)  0.09
C (1.1903, 5.7308, 0.2982)  -0.15
C (-0.3368, 1.8360, -0.6960)  -0.07
H (-0.9167, -3.5289, 1.2699)  0.09
H (0.7547, 0.9937, 5.0725)  0.12
C (-1.1825, 0.9193, -0.0816)  -0.09
H (2.1520, -1.5001, -2.4302)  0.09
C (-0.6107, -2.6214, -4.0134)  -0.14
H (1.5400, 2.1774, -1.5377)  0.11
H (-2.1049, -5.4053, -2.3915)  0.10
H (0.9078, -1.6753, -0.1607)  0.10
C (-2.9683, -6.1649, -0.5643)  -0.08
C (0.1471, 1.7031, 4.4771)  -0.11
H (3.5080, 7.3581, -1.3134)  0.11
H (4.8630, -0.1676, 2.2688)  0.11
N (2.3725, 6.3236, 0.1094)  0.06
C (-4.1274, -1.8348, -1.1006)  -0.02
H (1.0910, 5.1104, 1.2068)  0.10
C (5.3931, 1.8726, 2.6848)  -0.08
H (-3.7855, -2.2766, 2.9072)  0.10